[1]
Below is a structure of composition C12H29CuN7O10P2 in a non-equilibrium geometry, with properties calculated with the ωB97M-V functional and the def2-TZVPD basis.

Its net charge is 0. As for the HOMO-LUMO gap (alpha / beta): 9.1 / 7.9 eV. As for the expectation value of S²: 0.7536. Its spin multiplicity is 2.

The geometry in XYZ format:
```
61
C12H29CuN7O10P2 the ωB97M-V functional and the def2-TZVPD basis
C 0.465 4.237 0.331
Cu -0.194 0.683 0.695
O -1.760 4.721 1.049
H -2.950 1.483 -2.024
H -3.196 2.871 -0.479
N 2.245 0.282 0.248
H -0.847 6.062 -3.499
C -1.446 5.707 -2.663
O 3.370 1.100 0.238
H 2.153 -3.661 1.325
P -2.476 0.415 -0.503
P -1.505 -0.074 2.823
O -2.702 -1.033 -1.073
H 1.535 2.838 1.347
H -4.199 -0.903 2.571
O -1.522 -1.649 2.974
N -1.870 4.338 -3.032
H 4.162 -2.093 -0.388
H -0.207 3.680 -1.575
H -2.234 1.879 -3.546
H -1.349 5.882 -0.517
O -0.879 -2.190 0.401
H 0.643 -3.884 0.427
C 0.232 4.578 -1.129
C 2.517 -0.959 0.370
H -3.439 1.495 2.846
H -2.009 -1.643 -0.660
H 3.974 -2.163 1.365
H -1.237 -2.081 2.127
N -2.710 2.191 -2.719
H -4.717 -0.620 0.883
N -3.395 1.534 1.814
O -3.591 1.321 -0.951
N -2.946 3.704 -1.030
H -2.584 4.478 -0.484
H 2.178 -3.702 -0.442
C -0.662 5.781 -1.355
H -2.702 2.282 1.580
C 3.906 -1.507 0.497
N 1.474 3.183 0.391
H 3.014 2.007 0.218
C -0.895 3.847 0.896
C -3.869 -0.853 1.532
N 0.191 -1.398 0.358
H 0.843 5.096 0.888
O -1.103 2.625 1.102
H -4.288 1.691 1.351
H -2.319 6.360 -2.598
C -2.482 3.425 -2.244
O -0.072 0.379 2.498
H -3.488 -1.828 1.251
H -0.071 6.698 -1.360
C 1.369 -1.898 0.387
C 1.602 -3.377 0.427
H 1.123 2.406 -0.167
H -1.537 3.991 -3.914
C -2.786 0.221 1.383
H 4.623 -0.701 0.601
O -2.181 0.582 3.966
O -1.077 0.889 -0.928
H 1.207 4.718 -1.601
```



[2]
Below is the molecule C13H19N3O6S2 in a non-equilibrium geometry, with properties calculated with the ωB97M-V functional and the def2-TZVPD basis.

As for the structure (SMILES): COCCNC(=O)C(=O)NC[C@@H]1OCCN1S(=O)(=O)c1cccs1. Its net charge is 0. As for the HOMO-LUMO gap: 9.9 eV. Its spin multiplicity is 1.

The geometry in XYZ format:
```
43
C13H19N3O6S2 the ωB97M-V functional and the def2-TZVPD basis
H 2.094 -0.418 -4.351
H -0.565 -2.087 -2.350
C 2.178 -0.881 -3.364
O 1.298 2.717 2.961
C 1.743 2.092 4.133
H 0.239 0.526 4.369
N 1.679 -0.124 3.074
H -1.598 2.689 -0.289
H 2.493 0.020 -1.388
H -0.627 1.953 2.742
H 1.708 1.123 -2.553
C -2.782 1.433 1.098
H 2.638 -0.095 2.746
H 2.145 -2.579 -1.022
C -3.129 0.121 1.167
H 1.810 0.183 5.133
N 0.492 -0.380 -1.796
S -2.502 -0.786 -0.150
C 0.464 -1.782 -2.136
H 2.834 2.158 4.090
C -1.984 1.721 -0.031
N 0.678 -2.091 0.314
C 1.489 -1.292 1.019
O -1.644 -0.241 -3.228
H 0.724 -3.656 -1.066
H -3.085 2.171 1.819
C 0.798 -0.676 2.237
O 2.666 -1.080 0.782
S -0.849 0.515 -2.307
O 1.229 -1.938 -3.303
C 1.321 0.617 4.255
O -0.412 -0.725 2.389
C -0.097 2.900 2.883
C 1.054 -2.620 -0.968
H -3.711 -0.372 1.919
C -1.749 0.619 -0.791
H -0.477 3.399 3.783
H -0.298 -2.091 0.587
H 3.189 -1.281 -3.235
H -0.269 3.536 2.017
H 1.388 2.632 5.025
O -0.416 1.830 -2.667
C 1.797 0.089 -2.228
```



[3]
Below is a structure of composition C4H4IN3O2 in a non-equilibrium geometry, with properties calculated with the ωB97M-V functional and the def2-TZVPD basis.

Its net charge is 0. As for the HOMO-LUMO gap: 8.5 eV. Its spin multiplicity is 1.

The geometry in XYZ format:
```
14
C4H4IN3O2 the ωB97M-V functional and the def2-TZVPD basis
H 1.465 -2.194 0.799
N 0.183 1.812 0.153
H 2.641 -1.384 -0.389
I -1.984 -2.128 0.058
O -3.120 1.032 0.476
N 1.121 0.881 0.026
O -2.430 2.897 -0.323
H 1.513 -2.371 -0.993
C 1.673 -1.685 -0.092
H 2.041 1.202 0.132
C -0.616 -0.646 -0.015
N -2.247 1.805 0.094
C 0.723 -0.490 0.006
C -0.962 1.269 0.069
```



[4]
Below is the ion C6H11N4 with charge +1 in a non-equilibrium geometry, with properties calculated with the ωB97M-V functional and the def2-TZVPD basis.

As for the structure (SMILES): CN(C)C(=[NH2+])n1cccn1. Its net charge is +1. As for the HOMO-LUMO gap: 8.9 eV. Its spin multiplicity is 1.

The geometry in XYZ format:
```
21
C6H11N4 the ωB97M-V functional and the def2-TZVPD basis
C 2.678 -0.236 -0.050
H -2.221 -2.068 -0.193
H 1.425 2.284 0.851
H 0.450 1.915 -0.619
H 1.510 -1.985 0.381
C -2.197 -1.040 0.011
N 1.409 0.382 0.109
H -4.373 -0.533 -0.129
N -1.479 1.033 0.299
C 0.203 -0.578 0.179
C -2.763 1.117 0.039
H 3.397 0.503 -0.093
N -1.097 -0.244 0.176
H -3.413 2.065 0.180
N 0.547 -1.922 0.023
H -0.167 -2.447 0.389
H 2.956 -1.075 0.686
C 1.394 1.736 -0.182
H 2.287 2.148 -0.805
H 2.756 -0.753 -1.074
C -3.305 -0.300 -0.179
```



> Which value of net charge does entry 4 give?

+1



> net charge of number 2 (C13H19N3O6S2)?

0